Here is 2 unconnected molecules or ions with the total composition C11H12NO2 at a distorted geometry from OMol25. Energies are from the ωB97M-V functional and the def2-TZVPD basis.

Last column: Mulliken charge in e.
CARTESIAN COORDINATES (ANGSTROEM)
C: -2.93012 0.96851 2.20017  -1.28
C: 0.22790 0.20133 0.25292  -0.37
C: -0.40430 0.43033 1.52625  0.61
C: -1.82498 0.57372 1.25486  0.46
C: -1.90355 0.41816 -0.14066  -0.74
C: 1.63318 0.16127 0.19752  -0.20
C: 2.35313 0.35193 1.36749  -0.64
C: 1.73882 0.35175 2.62900  -0.43
C: 0.35659 0.33810 2.70146  -0.47
N: -0.75517 0.03635 -0.71099  0.02
H: 2.04673 -0.24721 -0.71132  0.24
H: 3.43230 0.33165 1.32599  0.35
H: -0.57578 -0.31096 -1.78410  0.30
H: 2.32420 0.47948 3.53770  0.35
H: -2.77507 0.47784 -0.79047  0.40
H: -0.13137 0.31733 3.66986  0.37
H: -2.40320 1.63295 2.90330  0.36
H: -3.47511 0.09716 2.54883  0.26
H: -3.61669 1.67521 1.70498  0.34
C: 1.23967 -1.65915 -3.08912  -0.89
C: 0.59772 -0.44260 -3.78730  0.69
O: -0.39393 0.10033 -3.20452  -0.72
O: 0.93710 -0.26019 -4.96681  -0.74
H: 1.03023 -2.67031 -3.46501  0.29
H: 0.93841 -1.76170 -2.03325  0.21
H: 2.33331 -1.59126 -3.13678  0.23

Cartesian forces, eV/Å:
1.0133 1.1462 -1.0586
0.0015 -0.4180 1.0088
-0.7622 -0.3901 -0.5699
0.6399 0.0102 -1.8590
-1.5045 -0.6651 1.1302
-1.0331 -0.7780 -0.0419
0.2765 -0.7012 -0.1013
-0.3857 0.6513 -0.2506
-0.0557 0.5928 0.0416
2.0634 -0.1168 -0.1080
0.6092 0.6124 -0.2164
0.1546 0.0179 -0.0802
-0.3690 1.9016 0.8695
-0.0076 -0.2890 -0.1874
0.0045 0.0060 0.3421
-0.0639 0.1275 0.0045
-0.6551 -0.7293 0.7502
-0.0163 0.2078 0.7081
-0.0427 -0.5182 -0.0354
0.6837 -0.3389 1.2522
-1.2306 -1.6134 -1.6135
0.5206 -0.2469 0.2873
0.4547 0.4670 0.5006
-0.3970 0.5763 -0.7139
0.2233 0.3356 -0.1517
-0.1219 0.1524 0.0926

HOMO level ... -4.289 eV
LUMO ... 3.380 eV
Charge ... -1
ΔE to the lowest compared entry with this formula, charge and spin ... 1.021 eV
Orbital gap ... 7.67 eV

---

Here is 2 unconnected molecules or ions with the total composition C11H12NO2 at a distorted geometry from OMol25. Energies are from the ωB97M-V functional and the def2-TZVPD basis.

Last column: Mulliken charge in e.
CARTESIAN COORDINATES (ANGSTROEM)
C: 0.33060 -1.18671 -4.77669  -0.86
C: -0.47406 -1.12400 -3.58591  0.63
O: -0.09251 -0.17792 -2.83907  -0.78
O: -1.46745 -1.84040 -3.42861  -0.73
H: 1.34129 -0.77130 -4.42812  0.25
H: -0.14040 -0.44378 -5.51479  0.15
H: 0.62621 -2.12258 -5.15448  0.35
C: 2.88193 0.03302 2.60799  -1.24
C: 1.55579 -0.24723 0.23552  -0.48
C: 1.71118 0.00499 1.61530  0.15
C: -0.36752 0.51080 0.81784  -0.23
C: 0.47886 0.72111 1.96048  0.54
C: -1.74195 0.49484 0.93314  -0.49
C: -0.09549 1.17205 3.19850  -0.72
C: -2.28051 0.99658 2.09869  -0.40
C: -1.46291 1.32874 3.22947  -0.43
N: 0.36054 -0.02180 -0.27589  0.00
H: 2.31487 -0.68750 -0.36810  0.44
H: -0.06492 -0.05864 -1.38591  0.40
H: 2.66768 -0.85577 3.22244  0.25
H: 3.15349 0.95938 3.33944  0.25
H: -2.21562 0.04045 0.05255  0.42
H: 0.58083 1.33246 3.95699  0.43
H: -3.38119 1.06846 2.21434  0.30
H: -1.87362 1.60486 4.14815  0.40
H: 3.73179 0.00795 1.98416  0.38

Cartesian forces, eV/Å:
2.9627 2.6211 -1.6657
-1.9908 -0.1917 1.4511
0.0788 0.9987 1.6893
-0.0477 -0.3829 0.1260
-1.2804 -0.0823 -0.9167
0.9038 -1.3588 0.6553
-0.6330 -1.4024 -0.8816
-0.8024 0.7007 0.5836
2.5303 -0.8344 1.4590
-1.2928 3.5824 0.1282
0.9099 -0.3845 -0.1249
-0.6020 -1.8470 -0.6302
0.1850 0.4974 -0.7232
-0.5228 -0.9033 -3.6715
-0.9541 -0.0894 0.9981
0.5645 -0.4684 -1.6785
-2.8028 1.2524 0.7437
0.4952 -0.1956 -0.5275
1.1637 -0.5244 1.0837
1.0609 0.2713 0.1431
-1.5445 -1.7745 -1.8198
-0.6554 0.5510 0.6098
0.9643 0.3524 2.1022
0.7966 -0.1296 -0.0457
-1.0355 0.6007 1.1712
1.5484 -0.8588 -0.2591

HOMO level ... -4.095 eV
LUMO ... 3.388 eV
Charge ... -1
ΔE to the lowest compared entry with this formula, charge and spin ... 2.164 eV
Orbital gap ... 7.48 eV

---

Here is 2 unconnected molecules or ions with the total composition C11H12O2 at a distorted geometry from OMol25. Energies are from the ωB97M-V functional and the def2-TZVPD basis.

Last column: Mulliken charge in e.
CARTESIAN COORDINATES (ANGSTROEM)
C: -3.15360 1.04944 -2.06234  0.32
C: -2.08020 0.54044 -1.84897  -0.53
C: 2.57818 1.55363 1.55436  -0.13
C: 1.26742 1.89715 1.70657  -0.83
C: 2.90436 0.42067 0.93600  -0.62
C: 0.34040 1.04314 1.23552  -0.03
C: 1.96152 -0.47226 0.45848  -0.24
C: 0.62241 -0.20304 0.57152  0.18
C: -1.73910 -1.25355 0.75867  -1.35
C: -0.75892 0.01711 -1.83301  -0.69
C: -0.39509 -1.11366 0.09219  0.74
O: -0.30192 -0.91508 -2.72176  -0.61
O: -0.06796 -2.34066 -0.40512  -0.59
H: -4.09033 1.51460 -2.11557  0.50
H: 3.41985 2.28396 1.68196  0.29
H: 0.91977 2.58527 2.44063  0.35
H: 3.95973 0.14805 1.09092  0.29
H: -0.70057 1.42218 1.27865  0.16
H: 2.35972 -1.33738 -0.00030  0.46
H: -2.38167 -1.85425 0.15466  0.33
H: -1.53506 -1.58371 1.74467  0.44
H: -2.20272 -0.16957 0.89959  0.23
H: -0.13386 0.77743 -1.58983  0.50
H: -0.92232 -1.76394 -2.67701  0.37
H: 0.12995 -2.24596 -1.35048  0.43

Cartesian forces, eV/Å:
0.7446 -0.4250 0.6600
-0.6190 -0.3574 -1.1550
2.0110 3.1471 0.1247
-0.2455 -0.3311 1.0013
1.6856 -1.8520 0.1889
-2.9069 -1.2756 -1.3416
0.6789 -0.0510 0.0067
0.4275 1.4035 1.0624
0.1987 4.2539 0.0083
-1.6042 -2.7188 2.8223
-2.4125 1.2419 -2.5428
-1.7119 -2.6794 -0.3800
0.7522 -0.1969 -0.1698
-0.6281 0.2506 -0.1280
-0.9623 -0.7282 0.7981
0.0222 1.3035 -0.1742
-0.4029 -0.1414 -1.0635
0.4969 -0.7444 0.2453
-0.1177 -1.0820 -0.3441
-0.4459 -0.4773 -0.0434
-0.3058 -0.8816 1.0709
0.6864 -2.2780 -0.3755
2.5769 1.7654 0.1331
1.4861 2.7801 -0.3885
0.5956 0.0742 -0.0157

HOMO level (spin up / spin down) ... -7.480 / -7.479 eV
LUMO (spin up / spin down) ... 0.368 / 0.368 eV
ΔE to the lowest compared entry with this formula, charge and spin ... 5.836 eV
Orbital gap (spin up / spin down) ... 7.85 / 7.85 eV

---

Here is a single C11H12OSi molecule at a distorted geometry from OMol25. Energies are from the ωB97M-V functional and the def2-TZVPD basis.

Last column: Mulliken charge in e.
CARTESIAN COORDINATES (ANGSTROEM)
C: -4.15331 2.09497 -1.37860  0.31
C: -3.14816 1.63609 -0.88824  -1.18
C: 3.64808 0.21358 0.55001  -0.24
C: 3.24568 -0.89596 -0.18724  -0.19
C: 2.88135 0.84775 1.58347  -0.51
C: 1.50287 1.14279 1.54809  -0.47
C: 1.96812 -1.43670 0.16456  -0.42
C: 0.94135 -0.63130 0.22512  -0.04
C: 0.67304 0.62168 0.52355  0.62
C: -1.26511 -0.67836 -2.01457  -1.16
C: -2.54060 -0.85375 0.87486  -1.15
O: -0.48618 1.24071 0.09337  -0.45
Si: -1.81203 0.32984 -0.45498  0.67
H: -4.88994 2.58716 -1.78731  0.56
H: 4.75310 0.51559 0.54631  0.27
H: 4.00299 -1.34074 -1.02463  0.24
H: 3.39002 1.42603 2.28586  0.38
H: 1.04807 1.68550 2.38213  0.34
H: 2.00512 -2.51254 0.61302  0.22
H: -0.23906 -0.51889 -2.34027  0.36
H: -1.55349 -1.74979 -2.06360  0.31
H: -1.80846 -0.26968 -2.85527  0.45
H: -3.39013 -1.47294 0.61113  0.40
H: -1.71830 -1.51251 1.25457  0.30
H: -3.05499 -0.46852 1.73866  0.39

Cartesian forces, eV/Å:
3.9723 -1.9640 2.0621
0.7317 -1.3768 -0.1035
1.3167 -1.1569 -0.1897
2.7903 1.2157 -1.4668
-3.0615 0.9700 -1.7086
2.0470 -0.1685 1.0349
0.5641 -3.4183 0.7637
0.4595 -0.5792 -0.1124
-2.0864 -0.2502 -0.4373
-0.8880 0.2829 0.0340
0.8402 -0.2167 0.1502
0.0043 0.1255 0.3012
-0.3918 -0.2796 -0.0790
-3.5925 2.1868 -1.8439
-1.7257 -0.4306 -0.3552
-1.9636 0.8698 2.3289
1.0474 0.4874 1.2807
0.2454 0.1645 -0.3484
-0.5368 1.7144 -1.1268
0.2370 -0.2281 0.5328
0.4643 0.5603 0.5695
-0.5101 0.3933 -0.2998
0.2053 -0.5179 -1.2506
-0.6748 0.4071 -0.3744
0.5058 1.2090 0.6382

HOMO level (spin up / spin down) ... -8.477 / -8.478 eV
LUMO (spin up / spin down) ... 0.146 / 0.146 eV
ΔE to the lowest compared entry with this formula, charge and spin ... 0.000 eV
Orbital gap (spin up / spin down) ... 8.62 / 8.62 eV